{"formula": "C64H96O32", "method": "the ωB97M-V functional and the def2-TZVPD basis", "species": ["O", "O", "O", "O", "O", "O", "O", "O", "O", "O", "O", "O", "O", "O", "O", "O", "O", "O", "O", "O", "O", "O", "O", "O", "O", "O", "O", "O", "O", "O", "O", "O", "C", "C", "C", "C", "C", "C", "C", "C", "C", "C", "C", "C", "C", "C", "C", "C", "C", "C", "C", "C", "C", "C", "C", "C", "C", "C", "C", "C", "C", "C", "C", "C", "C", "C", "C", "C", "C", "C", "C", "C", "C", "C", "C", "C", "C", "C", "C", "C", "C", "C", "C", "C", "C", "C", "C", "C", "C", "C", "C", "C", "C", "C", "C", "C", "H", "H", "H", "H", "H", "H", "H", "H", "H", "H", "H", "H", "H", "H", "H", "H", "H", "H", "H", "H", "H", "H", "H", "H", "H", "H", "H", "H", "H", "H", "H", "H", "H", "H", "H", "H", "H", "H", "H", "H", "H", "H", "H", "H", "H", "H", "H", "H", "H", "H", "H", "H", "H", "H", "H", "H", "H", "H", "H", "H", "H", "H", "H", "H", "H", "H", "H", "H", "H", "H", "H", "H", "H", "H", "H", "H", "H", "H", "H", "H", "H", "H", "H", "H", "H", "H", "H", "H", "H", "H", "H", "H", "H", "H", "H", "H"], "coordinates": [[1.88384, -1.70457, -4.09993], [0.99111, -2.27013, -7.79619], [-0.08190, -5.52541, 1.53299], [1.91171, 3.41932, 5.57282], [3.70721, 7.09462, -2.30122], [-2.54063, 3.02225, 2.31173], [-3.20851, -5.28009, 3.43528], [1.49532, -0.18307, -8.16846], [1.34517, 3.33404, 3.43529], [-0.87684, 5.26477, -2.53664], [-0.11893, -2.35707, 5.04549], [2.51749, -0.46405, 8.00207], [-5.08194, -2.92493, -2.85945], [1.51193, 0.42883, -4.57300], [-4.34718, 2.09392, -0.37359], [-4.00587, -0.07505, 0.08650], [1.43023, -2.19976, 8.84883], [0.68129, -0.33932, 4.94046], [2.57015, 5.52749, -1.25278], [4.86597, -1.61095, 0.36355], [-3.87942, -4.36012, 1.56625], [0.58080, -0.22011, -1.51162], [-1.47196, -2.55344, -3.64199], [-4.10487, -4.09057, -4.48568], [0.90519, -1.86515, -0.07768], [3.52019, 0.13873, 0.93072], [-1.88354, -2.76289, -1.47612], [1.77141, 2.87363, -1.94147], [3.87277, 3.33016, -2.55087], [-3.77729, 1.32915, 2.78977], [2.10119, -5.35442, 0.80922], [-1.07313, 6.04260, -0.39405], [1.95212, 2.87858, 4.37722], [4.49611, 3.97319, -3.75931], [-0.95497, -3.28200, -4.78601], [-0.64828, 1.38934, -0.37900], [-1.85096, 3.62363, 4.51440], [-1.96286, -2.22840, 3.54048], [2.79379, -2.56733, -3.31441], [-3.02643, -5.80129, -0.05935], [-4.68081, 1.10056, 0.21644], [-4.57429, -1.14690, 0.89040], [2.17685, 5.08985, 0.10750], [-5.91874, 0.80108, 1.04800], [3.00800, -4.19778, 0.74768], [-0.57921, 0.80306, -7.92099], [-0.91290, -4.61606, -2.69463], [0.98431, -4.98379, 1.60606], [2.55757, 3.22109, -2.78058], [2.79381, -3.46537, 2.10777], [-1.45787, -0.82957, 3.89027], [-1.24542, -3.10561, 4.53715], [0.67725, -1.14299, -7.70297], [-0.58489, -4.65470, -4.17092], [-2.64743, 3.62627, -2.54868], [-4.37761, -0.72930, -3.35954], [-2.87995, -6.46320, 1.28693], [-1.84433, 4.05363, 3.02632], [-0.41867, 0.78994, -1.79459], [3.66689, -1.52856, -2.40488], [-1.54557, 5.40645, -1.28516], [-1.51629, 4.29179, -3.39203], [4.65474, -0.39509, 0.37978], [0.87734, 1.11186, -7.92005], [4.87216, 2.00946, 0.52156], [-4.40270, -3.00181, -4.04550], [3.41312, 1.55658, 0.68152], [2.19379, 3.80452, -4.12689], [-5.38044, -1.54459, -2.57533], [1.95017, -3.85401, 7.30829], [1.37502, -3.78794, 2.47505], [2.83896, 2.60376, 6.48607], [3.17160, 7.19624, 0.16596], [0.37112, -0.80692, -0.34104], [2.66417, -2.60321, 6.92265], [5.51438, 0.67611, -0.06477], [-0.49709, 0.12392, 0.47290], [-1.44348, -3.30259, -2.47871], [-0.19962, -1.09542, 4.65571], [2.11284, 6.39570, 0.98263], [-3.10012, 2.80586, 4.60874], [3.25448, 1.29572, 5.77569], [2.82516, 1.59309, 4.31973], [-3.20027, 2.28896, 3.19186], [-0.62864, -0.54891, -7.23567], [3.18811, 6.69918, -1.30551], [-2.83749, 4.61182, -1.41148], [2.20275, -0.38952, -4.03783], [2.24439, -1.63498, 7.96408], [3.48169, -0.21170, -3.21689], [-4.23490, -1.64483, -4.65499], [-5.94474, -0.71204, 1.33383], [-3.97957, -4.66366, 0.23876], [-3.28396, -5.38733, 2.24922], [0.93868, -3.47605, 8.37114], [3.49689, 3.69028, -4.89994], [1.11416, 1.85456, -8.73232], [-2.07501, 4.85674, -4.16086], [-1.90436, -6.83179, 1.50927], [-3.95422, 3.48590, 4.77429], [-5.01816, -4.93951, 0.06967], [5.33827, 2.19221, 1.53488], [-1.26263, 0.29524, -2.26835], [-0.83607, -4.04062, 4.13326], [3.45954, -3.80902, 2.87966], [2.93163, -2.39737, 1.99416], [-3.86991, -1.33469, 1.70467], [-1.45585, -1.16505, -7.50770], [-3.55154, 3.34821, -3.15349], [5.42751, 3.43772, -4.05487], [-2.22899, 5.09272, 2.73069], [4.31775, 0.00277, -3.93839], [-0.12024, -2.68257, -5.14503], [3.80087, -2.59376, 6.93298], [3.63639, 1.77970, 3.64720], [-0.11356, -4.81236, -2.00170], [3.96823, -4.60440, 0.61941], [2.83057, 1.94718, 1.46808], [2.80362, 0.36405, 6.08497], [-3.77891, -3.77390, -0.33148], [-1.16224, 1.57871, -7.51331], [6.58510, 0.50182, 0.23595], [3.40054, 0.69990, -2.63954], [2.88606, 4.35883, 0.42820], [0.09257, 2.22320, -0.09518], [5.48553, 0.72069, -1.16193], [-3.17243, 2.01766, 5.30596], [-3.41611, -0.74998, -2.75507], [1.38491, -4.10787, 3.56408], [4.63254, -1.88841, -2.24507], [-3.23753, -1.46833, -5.11831], [-6.76100, 1.08517, 0.48308], [1.39158, -4.36477, 6.57292], [-2.04590, -5.30375, -0.28264], [2.80653, -3.56490, -0.05403], [-1.22124, -0.15444, 3.07979], [-0.93156, 3.04662, 4.62185], [2.10893, -3.12637, -2.70291], [1.16725, 6.79136, 0.89016], [-3.04227, 4.11582, -0.38862], [3.21241, -1.46777, -1.41388], [-6.07917, -1.04007, 2.35404], [-3.62823, 5.33522, -1.53531], [-1.66514, 1.77199, -0.23754], [3.47748, -3.09540, -4.03477], [1.49048, 3.25157, -4.68876], [1.78991, 4.80107, -3.95583], [4.13661, 6.97927, 0.58136], [4.55045, 5.00793, -3.45896], [2.31868, 6.05743, 1.98728], [3.65017, 2.69973, -5.28481], [-1.79492, -2.53407, 2.49346], [-1.70969, -5.29855, -2.37109], [-0.78125, 0.66093, -8.98302], [2.35764, -2.12131, 6.00493], [0.88801, -4.08500, 9.29800], [0.11026, 1.51944, -2.44694], [0.62342, -2.97492, 2.35469], [-2.42450, 2.58832, -2.11017], [-1.36999, -0.36809, 0.77389], [-4.80622, 0.22013, -3.53947], [-2.99959, -2.34037, 3.68830], [-2.00383, -3.21859, 5.33448], [-0.74323, 3.61943, -3.74524], [-4.51213, -2.06728, 0.31825], [3.06391, 8.25833, 0.18631], [-3.57616, -7.24717, 1.45207], [-6.33038, -1.17878, -2.87069], [4.92431, 2.94721, 0.01435], [2.25364, 2.37410, 7.39472], [2.90583, 1.71179, -0.22024], [2.74640, -4.51542, 7.64689], [2.17564, 0.79717, 3.94956], [-1.76958, 4.35992, 5.29879], [0.50065, -4.78379, -4.29366], [4.36520, 1.27149, 5.94458], [-6.69332, -1.23566, 0.61297], [-0.84432, 3.94081, 2.68838], [-5.26085, -1.27844, -1.53048], [-2.16617, -0.26807, 4.53572], [-0.11900, -3.34314, 8.05231], [-0.56031, -0.44001, -6.10944], [-1.72275, -3.24720, -5.56112], [-5.05715, -1.41239, -5.35674], [-1.11534, -5.43408, -4.68575], [0.09648, 0.36705, 1.43539], [3.58843, 4.44075, -5.63479], [1.23658, 4.55050, -0.01318], [-5.91446, 1.45127, 1.91115], [3.67132, 3.26454, 6.65035], [1.23151, 1.66610, -7.01738], [-3.32686, -6.46724, -0.84172]], "lowdin_charge": [-0.02, 0.14, 0.12, 0.04, 0.12, 0.05, 0.12, 0.04, 0.07, -0.03, 0.02, 0.10, 0.04, 0.11, 0.10, -0.01, 0.04, 0.12, 0.00, 0.08, 0.02, 0.02, -0.02, 0.11, 0.11, 0.02, 0.10, 0.09, 0.00, 0.11, 0.00, 0.12, -0.51, -0.07, -0.12, -0.11, -0.13, -0.15, -0.05, -0.12, -0.47, -0.16, -0.09, -0.07, -0.12, -0.17, -0.08, -0.39, -0.51, -0.14, -0.05, -0.14, -0.53, -0.10, -0.15, -0.12, -0.08, -0.12, -0.11, -0.10, -0.41, -0.14, -0.48, -0.17, -0.09, -0.47, -0.14, -0.07, -0.16, -0.15, -0.09, -0.06, -0.05, -0.47, -0.08, -0.05, -0.06, -0.45, -0.49, -0.08, -0.06, -0.14, -0.07, -0.50, -0.08, -0.48, -0.09, -0.47, -0.51, -0.05, -0.05, -0.11, -0.22, -0.45, -0.12, -0.13, 0.14, 0.12, 0.10, 0.14, 0.13, 0.12, 0.12, 0.12, 0.11, 0.09, 0.11, 0.11, 0.12, 0.13, 0.16, 0.14, 0.09, 0.16, 0.10, 0.13, 0.11, 0.09, 0.06, 0.08, 0.10, 0.15, 0.09, 0.10, 0.13, 0.12, 0.11, 0.12, 0.13, 0.08, 0.11, 0.10, 0.09, 0.11, 0.07, 0.09, 0.10, 0.10, 0.07, 0.13, 0.07, 0.11, 0.12, 0.09, 0.14, 0.09, 0.14, 0.11, 0.11, 0.11, 0.11, 0.12, 0.13, 0.13, 0.10, 0.13, 0.10, 0.12, 0.10, 0.09, 0.10, 0.09, 0.14, 0.10, 0.09, 0.11, 0.12, 0.12, 0.09, 0.13, 0.08, 0.12, 0.09, 0.12, 0.12, 0.13, 0.14, 0.08, 0.09, 0.14, 0.13, 0.14, 0.11, 0.14, 0.11, 0.15, 0.11, 0.11, 0.11, 0.11, 0.12, 0.12], "multiplicity": 1, "lumo_energy_ev": 0.5, "homo_energy_ev": -9.98, "e_tot_ev": -133447.1432, "de_lowest_kcal_mol": 46.3, "orbital_gap_ev": 10.438, "total_charge": 0}